# 1
Formula: C4H14N2O
Source: the Open Molecules 2025 dataset
Level of theory: ωB97M-V with the def2-TZVPD basis set

ORCA input file:
```
! RIJCOSX wB97M-V def2-TZVPD def2/J DEFGRID3
* xyz -1 2
C 3.3071 -0.4004 0.4515
N 1.8682 -0.1818 0.8432
C 1.0520 -0.7271 -0.3141
C -0.3237 -0.1372 -0.1710
N -1.0630 -0.8707 0.8426
C -2.3815 -0.2239 1.1189
H 3.6732 0.3503 -0.3024
H 4.0488 -0.2278 1.3348
H 3.3656 -1.5104 0.2251
H 1.6810 -0.5829 1.7690
H 1.1482 -1.8361 -0.0892
H 1.5014 -0.5284 -1.2415
H -0.8382 -0.2406 -1.0876
H -0.1650 1.0558 0.1453
H -0.4802 -0.8668 1.7118
H -2.8940 -0.5355 2.0055
H -2.9414 -0.5275 0.2466
H -2.2944 0.8822 1.3655
H -1.7692 1.4556 -1.9469
H -3.0290 2.2289 -2.4099
O -2.0708 2.1478 -2.5048
*
```

Calculated values
⟨S²⟩   0.7505
Total energy   -9399.4645 eV


# 2
Formula: C2H5N4
Source: the Open Molecules 2025 dataset
Level of theory: ωB97M-V with the def2-TZVPD basis set

ORCA input file:
```
! RIJCOSX wB97M-V def2-TZVPD def2/J DEFGRID3
* xyz 1 1
C 0.6912 -1.2181 0.5443
C 0.3614 1.2446 -0.0075
N -0.5870 -1.4940 0.2343
N -0.5915 -0.4175 -0.6649
N 0.7582 -0.1384 -0.2441
N -1.0891 0.9375 -0.1783
H 1.6204 -1.5774 0.9182
H 0.9067 1.5908 1.0380
H 0.5220 1.7843 -0.9048
H -1.2215 -2.1822 0.2968
H -1.3707 1.4703 -1.0320
*
```

Calculated values
Total energy   -8102.1326 eV


# 3
Formula: C28H33BiGeN8O3
Source: the Open Molecules 2025 dataset
Level of theory: ωB97M-V with the def2-TZVPD basis set

ORCA input file:
```
! RIJCOSX wB97M-V def2-TZVPD def2/J DEFGRID3
* xyz 0 1
Bi -0.6364 0.4089 -1.9304
O 1.2469 -3.8959 -1.2908
C 2.1350 -3.6419 -0.3029
C 2.9020 -4.7094 0.1637
C 3.8207 -4.5093 1.1732
C 4.0016 -3.2463 1.7342
C 3.2557 -2.1873 1.2560
C 2.3179 -2.3646 0.2377
C 1.5415 -1.2120 -0.2778
O 0.4831 -1.4539 -0.9568
N 2.0593 -0.0221 -0.0605
N 1.3375 0.9498 -0.6953
C 1.8305 2.1279 -0.6679
C 1.2072 3.2353 -1.4126
C 1.7992 4.4889 -1.4372
C 1.1773 5.4835 -2.1817
C 0.0046 5.1906 -2.8546
C -0.5123 3.9019 -2.7650
N 0.0789 2.9527 -2.0614
H 0.6796 -3.0965 -1.3614
H 2.7462 -5.6839 -0.2770
H 4.4048 -5.3458 1.5342
H 4.7168 -3.0955 2.5298
H 3.3746 -1.1937 1.6651
H 2.7444 2.3071 -0.1100
H 2.7141 4.6787 -0.8955
H 1.6111 6.4730 -2.2312
H -0.5100 5.9379 -3.4405
H -1.4369 3.6329 -3.2625
N 0.0653 -0.2810 3.7787
C -0.2388 -1.3997 2.9991
C 0.4358 -2.5973 3.2676
C 0.1050 -3.7127 2.5280
C -0.8559 -3.6003 1.5285
C -1.4597 -2.3711 1.3532
N -1.1885 -1.2920 2.0849
C -0.1242 1.0606 3.4632
C -0.2023 1.9817 4.5190
C -0.3541 3.3156 4.2133
C -0.4616 3.6975 2.8793
C -0.3856 2.7063 1.9194
N -0.1862 1.4169 2.1902
H 0.4753 -0.4706 4.6763
H 1.2109 -2.6334 4.0211
H 0.6126 -4.6515 2.7041
H -1.1189 -4.4382 0.8995
H -2.2072 -2.2326 0.5793
H -0.1599 1.6391 5.5439
H -0.4131 4.0484 5.0082
H -0.6165 4.7273 2.5926
H -0.5108 2.9447 0.8683
C -4.1618 -1.4166 -1.7629
Ge -3.8517 0.3637 -0.9787
C -4.5193 1.6164 -2.3415
C -4.9509 0.4978 0.6249
C -2.0403 0.7924 -0.5231
H -5.2130 -1.5692 -2.0091
H -3.8532 -2.2033 -1.0740
H -3.5871 -1.5371 -2.6840
H -5.5982 1.5397 -2.4699
H -4.0568 1.4081 -3.3085
H -4.2702 2.6376 -2.0541
H -6.0030 0.3518 0.3811
H -4.8274 1.4782 1.0826
H -4.6512 -0.2530 1.3551
H -1.7349 0.5220 0.4867
N 3.4261 -0.5119 -3.0213
C 2.3118 -0.6321 -3.8157
N 1.8463 -1.9078 -3.9756
O 1.7891 0.3284 -4.3553
H 3.6532 -1.2321 -2.3572
H 3.6379 0.4317 -2.7478
H 2.1493 -2.6738 -3.4010
H 0.9888 -1.9994 -4.4890
*
```

Calculated values
Total energy   -109990.2574 eV